Computed, not measured: a cluster of 7 separate species, C60H71Br2N4O26S2 in total in a non-equilibrium geometry, with ωB97M-V/def2-TZVPD.

Its total energy is -10448.0711 a.u. The molar mass comes out at 1488.2 g/mol. The max |F| comes out at 3.119 eV Å⁻¹. The net charge is +1. For the orbital gap, the calculation gives 7.27 eV.

Last columns: bonded neighbours and bond lengths (Å).
Atoms and positions in Å:
1 C -9.105 -2.913 -2.696  C2 1.598, H35 1.141, H36 1.139, H37 1.148
2 C -7.875 -3.521 -1.877  C1 1.598, S3 1.860, H38 1.146, H39 1.146
3 S -7.286 -2.481 -0.453  C2 1.860, C4 1.851
4 C -5.743 -1.563 -0.905  S3 1.851, C5 1.654, H40 1.136, H41 1.135
5 C -4.335 -2.215 -0.333  C4 1.654, S6 1.888, N7 1.511, C28 1.610
6 S -4.903 -3.971 0.063  C5 1.888, H42 1.404
7 N -3.824 -1.570 0.934  C5 1.511, C8 1.494, C11 1.318
8 C -4.234 -1.773 2.356  N7 1.494, N9 1.476, H43 1.147, H44 1.129
9 N -4.765 -0.580 3.045  C8 1.476, C10 1.481, H45 1.021
10 C -5.684 0.228 2.211  N9 1.481, H46 1.148, H47 1.146, H48 1.138
11 C -2.868 -0.700 0.674  N7 1.318, C12 1.571, C24 1.622
12 C -1.986 0.217 1.596  C11 1.571, C13 1.625, H49 1.141, H50 1.143
13 C -0.978 -0.717 2.465  C12 1.625, C14 1.594, H51 1.147, H52 1.131
14 C -1.188 -0.591 4.040  C13 1.594, C15 1.613, H53 1.132, H54 1.146
15 C 0.069 0.093 4.786  C14 1.613, C16 1.605, H55 1.135, H56 1.132
16 C 0.866 -0.992 5.659  C15 1.605, C17 1.625, H57 1.144, H58 1.134
17 C 0.528 -0.861 7.243  C16 1.625, C18 1.602, H59 1.132, H60 1.138
18 C 1.934 -0.904 8.011  C17 1.602, C19 1.598, H61 1.141, H62 1.134
19 C 2.593 0.534 8.227  C18 1.598, C20 1.599, H63 1.143, H64 1.147
20 C 1.620 1.603 8.910  C19 1.599, C21 1.590, H65 1.146, H66 1.134
21 C 2.369 2.899 9.445  C20 1.590, O22 1.446, H67 1.140, H68 1.147
22 O 2.800 2.603 10.793  C21 1.446, C23 1.452
23 C 3.416 3.762 11.415  O22 1.452, H69 1.142, H70 1.142, H71 1.132
24 C -2.613 -0.573 -0.922  C11 1.622, O25 1.424, C26 1.615, C28 1.633
25 O -3.485 0.504 -1.244  C24 1.424, H72 0.978
26 C -1.067 -0.404 -1.356  C24 1.615, N27 1.510, H73 1.146, H74 1.130
27 N -0.722 1.044 -1.608  C26 1.510, H75 1.028, H76 1.034
28 C -3.061 -2.094 -1.311  C5 1.610, C24 1.633, N29 1.508, C30 1.591
29 N -1.883 -2.825 -0.717  C28 1.508, H77 1.028, H78 1.036
30 C -3.299 -2.328 -2.866  C28 1.591, Br31 1.999, C32 1.418
31 Br -3.586 -0.830 -4.158  C30 1.999
32 C -3.297 -3.602 -3.491  C30 1.418, C33 1.604, Br34 1.959
33 C -3.553 -3.750 -5.068  C32 1.604, H79 1.132, H80 1.134, H81 1.141
34 Br -2.980 -5.271 -2.515  C32 1.959
35 H -9.011 -1.808 -2.963  C1 1.141
36 H -10.080 -3.138 -2.152  C1 1.139
37 H -9.167 -3.508 -3.675  C1 1.148
38 H -8.251 -4.496 -1.406  C2 1.146
39 H -6.999 -3.842 -2.542  C2 1.146
40 H -5.781 -0.501 -0.504  C4 1.136
41 H -5.716 -1.485 -2.037  C4 1.135
42 H -4.076 -4.297 1.149  S6 1.404
43 H -3.283 -2.071 2.924  C8 1.147
44 H -4.969 -2.612 2.526  C8 1.129
45 H -4.039 -0.024 3.498  N9 1.021
46 H -5.205 0.640 1.253  C10 1.148
47 H -5.939 1.161 2.827  C10 1.146
48 H -6.684 -0.273 2.005  C10 1.138
49 H -2.584 0.932 2.254  C12 1.141
50 H -1.297 0.894 0.985  C12 1.143
51 H -1.159 -1.791 2.105  C13 1.147
52 H 0.092 -0.474 2.191  C13 1.131
53 H -2.129 -0.048 4.358  C14 1.132
54 H -1.253 -1.659 4.452  C14 1.146
55 H -0.349 0.909 5.454  C15 1.135
56 H 0.759 0.530 4.002  C15 1.132
57 H 1.982 -0.799 5.493  C16 1.144
58 H 0.665 -2.060 5.337  C16 1.134
59 H -0.154 -1.710 7.552  C17 1.132
60 H -0.049 0.106 7.406  C17 1.138
61 H 1.772 -1.477 8.984  C18 1.141
62 H 2.650 -1.530 7.392  C18 1.134
63 H 3.515 0.416 8.892  C19 1.143
64 H 2.973 0.943 7.225  C19 1.147
65 H 0.895 1.941 8.090  C20 1.146
66 H 1.017 1.049 9.694  C20 1.134
67 H 3.259 3.108 8.764  C21 1.140
68 H 1.605 3.756 9.421  C21 1.147
69 H 4.439 3.425 11.795  C23 1.142
70 H 2.727 4.082 12.267  C23 1.142
71 H 3.491 4.582 10.638  C23 1.132
72 H -3.209 0.978 -2.053  O25 0.978
73 H -0.436 -0.702 -0.448  C26 1.146
74 H -0.804 -0.998 -2.281  C26 1.130
75 H -1.266 1.657 -0.988  N27 1.028
76 H 0.271 1.134 -1.335  N27 1.034
77 H -2.189 -3.707 -0.287  N29 1.028
78 H -1.346 -3.128 -1.550  N29 1.036
79 H -2.782 -3.195 -5.683  C33 1.132
80 H -4.555 -3.261 -5.274  C33 1.134
81 H -3.668 -4.844 -5.373  C33 1.141
82 C 2.199 3.294 -3.104  C83 1.333, C88 1.467, H92 1.082
83 C 2.341 3.311 -1.779  C82 1.333, C84 1.489, O91 1.360
84 C 2.629 4.572 -1.041  C83 1.489, O85 1.219, C86 1.464
85 O 2.732 4.541 0.174  C84 1.219
86 C 2.782 5.804 -1.817  C84 1.464, C87 1.336, H93 1.082
87 C 2.644 5.790 -3.146  C86 1.336, C88 1.491, O90 1.354
88 C 2.328 4.531 -3.881  C82 1.467, C87 1.491, O89 1.217
89 O 2.191 4.561 -5.090  C88 1.217
90 O 2.784 6.919 -3.881  C87 1.354, H94 0.977
91 O 2.230 2.178 -1.035  C83 1.360, H95 0.977
92 H 1.988 2.384 -3.650  C82 1.082
93 H 3.008 6.710 -1.271  C86 1.082
94 H 2.636 6.646 -4.807  O90 0.977
95 H 2.373 2.462 -0.111  O91 0.977
96 C -0.255 -7.291 3.878  C97 1.336, C102 1.464, H106 1.082
97 C 0.374 -7.291 5.056  C96 1.336, C98 1.492, O105 1.354
98 C 1.197 -6.128 5.499  C97 1.492, O99 1.216, C100 1.467
99 O 1.740 -6.156 6.586  C98 1.216
100 C 1.321 -4.987 4.586  C98 1.467, C101 1.334, H107 1.082
101 C 0.695 -4.990 3.408  C100 1.334, C102 1.491, O104 1.358
102 C -0.150 -6.140 2.978  C96 1.464, C101 1.491, O103 1.221
103 O -0.721 -6.095 1.901  C102 1.221
104 O 0.798 -3.944 2.548  C101 1.358, H108 0.976
105 O 0.290 -8.347 5.899  C97 1.354, H109 0.976
106 H -0.857 -8.126 3.546  C96 1.082
107 H 1.935 -4.157 4.910  C100 1.082
108 H 0.256 -4.191 1.774  O104 0.976
109 H 0.827 -8.102 6.677  O105 0.976
110 C 4.746 3.218 -6.920  C111 1.335, C116 1.465, H120 1.081
111 C 4.832 4.101 -7.917  C110 1.335, C112 1.492, O119 1.356
112 C 5.879 3.982 -8.973  C111 1.492, O113 1.217, C114 1.466
113 O 5.915 4.796 -9.877  C112 1.217
114 C 6.836 2.877 -8.870  C112 1.466, C115 1.335, H121 1.082
115 C 6.751 1.996 -7.870  C114 1.335, C116 1.491, O118 1.357
116 C 5.688 2.099 -6.831  C110 1.465, C115 1.491, O117 1.219
117 O 5.631 1.266 -5.944  C116 1.219
118 O 7.630 0.968 -7.758  C115 1.357, H122 0.977
119 O 3.971 5.144 -8.014  C111 1.356, H123 0.976
120 H 3.990 3.291 -6.150  C110 1.081
121 H 7.602 2.811 -9.632  C114 1.082
122 H 7.357 0.477 -6.960  O118 0.977
123 H 4.242 5.630 -8.817  O119 0.976
124 C -8.975 0.748 -1.042  C125 1.334, C130 1.462, H134 1.080
125 C -8.780 1.873 -0.353  C124 1.334, C126 1.491, O133 1.359
126 C -9.781 2.978 -0.370  C125 1.491, O127 1.217, C128 1.466
127 O -9.576 3.982 0.287  C126 1.217
128 C -10.982 2.805 -1.193  C126 1.466, C129 1.336, H135 1.082
129 C -11.173 1.679 -1.886  C128 1.336, C130 1.491, O132 1.356
130 C -10.184 0.565 -1.844  C124 1.462, C129 1.491, O131 1.219
131 O -10.395 -0.459 -2.473  C130 1.219
132 O -12.276 1.503 -2.655  C129 1.356, H136 0.976
133 O -7.662 2.060 0.395  C125 1.359, H137 0.977
134 H -8.264 -0.064 -1.042  C124 1.080
135 H -11.692 3.621 -1.212  C128 1.082
136 H -12.180 0.614 -3.047  O132 0.976
137 H -7.762 2.947 0.792  O133 0.977
138 C 4.556 4.180 2.931  C139 1.335, C144 1.466, H148 1.082
139 C 3.606 4.056 3.861  C138 1.335, C140 1.492, O147 1.358
140 C 3.946 3.885 5.303  C139 1.492, O141 1.219, C142 1.465
141 O 3.049 3.794 6.124  C140 1.219
142 C 5.362 3.828 5.674  C140 1.465, C143 1.335, H149 1.082
143 C 6.313 3.948 4.744  C142 1.335, C144 1.491, O146 1.355
144 C 5.973 4.147 3.305  C138 1.466, C143 1.491, O145 1.217
145 O 6.868 4.270 2.489  C144 1.217
146 O 7.627 3.895 5.069  C143 1.355, H150 0.976
147 O 2.288 4.082 3.534  C139 1.358, H151 0.976
148 H 4.323 4.306 1.883  C138 1.082
149 H 5.595 3.686 6.721  C142 1.082
150 H 8.108 4.008 4.227  O146 0.976
151 H 1.811 3.976 4.379  O147 0.976
152 C 7.656 -4.152 -11.333  C153 1.335, C158 1.466, H162 1.082
153 C 7.791 -4.140 -10.005  C152 1.335, C154 1.491, O161 1.357
154 C 8.083 -2.879 -9.264  C153 1.491, O155 1.219, C156 1.465
155 O 8.180 -2.904 -8.049  C154 1.219
156 C 8.247 -1.648 -10.041  C154 1.465, C157 1.335, H163 1.082
157 C 8.115 -1.660 -11.369  C156 1.335, C158 1.491, O160 1.356
158 C 7.796 -2.916 -12.107  C152 1.466, C157 1.491, O159 1.217
159 O 7.666 -2.884 -13.317  C158 1.217
160 O 8.266 -0.530 -12.104  C157 1.356, H164 0.976
161 O 7.667 -5.274 -9.272  C153 1.357, H165 0.976
162 H 7.442 -5.059 -11.882  C152 1.082
163 H 8.476 -0.743 -9.493  C156 1.082
164 H 8.122 -0.802 -13.030  O160 0.976
165 H 7.805 -5.001 -8.345  O161 0.976

Atomic partial charges in e from the Mulliken method, atoms 1 to 99: C -0.90; C -0.31; S -0.05; C -1.20; C -0.10; S -0.12; N 0.83; C -0.97; N -0.22; C -0.68; C -0.38; C -0.74; C -0.37; C -0.55; C -0.72; C -0.16; C -0.64; C -1.01; C -0.23; C -0.44; C -0.38; O -0.35; C -0.64; C 0.51; O -0.60; C -0.35; N -0.70; C 1.17; N -0.31; C -0.81; Br -0.08; C 0.14; C -1.18; Br -0.09; H 0.20; H 0.23; H 0.35; H 0.40; H 0.25; H 0.11; H 0.50; H 0.13; H 0.28; H 0.46; H 0.27; H 0.26; H 0.39; H 0.20; H 0.65; H -0.05; H -0.07; H 0.59; H 0.11; H 0.37; H 0.41; H 0.18; H 0.50; H -0.25; H 0.40; H 0.36; H 0.34; H 0.39; H 0.40; H -0.04; H 0.16; H 0.35; H 0.21; H 0.34; H 0.22; H 0.21; H 0.31; H 0.56; H 0.31; H 0.52; H 0.28; H 0.21; H 0.23; H 0.56; H 0.30; H 0.36; H 0.33; C -0.70; C 0.18; C 0.96; O -0.52; C -1.02; C 0.36; C 0.90; O -0.62; O -0.57; O -0.57; H 0.50; H 0.46; H 0.34; H 0.28; C -0.98; C 0.35; C 0.89; O -0.60